No. 1
CHNO3S | ωB97M-V/def2-TZVPD

The geometry in XYZ format:
```
7
Properties=species:S:1:pos:R:3:mulliken_charge:R:1
S 0.353 -1.160 -2.620 0.04
O 0.286 -2.137 -1.233 -0.15
O -0.670 -1.534 -0.413 -0.12
O 0.258 1.440 -1.849 -0.46
N -0.382 -0.240 -0.433 -0.09
C 0.158 0.294 -1.589 0.49
H 0.186 0.287 0.353 0.29
```

Its charge is 0. The energy above the lowest of the compared OMol25 structures with the same formula, charge and spin comes out at 473.04 kJ/mol. The HOMO energy is -9.920 eV. As for the structure (SMILES): O=C1NOOS1. The LUMO energy is 0.008 eV.


No. 2
C10H15KO10 | ωB97M-V/def2-TZVPD

The geometry in XYZ format:
```
36
Properties=species:S:1:pos:R:3:mulliken_charge:R:1
K -0.076 -0.258 -0.111 0.75
O -0.308 0.436 -2.943 -0.59
O -0.629 0.158 2.666 -0.51
O -2.804 -0.717 0.656 -0.27
O -3.187 0.802 -0.836 -0.51
O 1.488 2.127 -0.359 -0.71
O -0.388 3.141 0.039 -0.69
O 0.665 0.116 -4.850 -0.81
O 0.078 -2.983 1.276 -0.60
O 1.795 -3.812 2.262 -0.82
O -0.317 1.429 4.481 -0.83
C -3.279 -0.343 -0.410 0.74
C 0.063 0.850 3.406 0.63
C 1.540 0.877 3.022 -0.83
C 1.294 -3.050 1.387 0.77
C 2.230 -2.013 0.684 -0.78
C 1.550 4.103 0.891 -1.05
C -3.917 -1.415 -1.204 -1.04
C -0.675 -1.663 -3.980 -0.51
C 0.834 3.058 0.148 0.75
C -0.062 -0.265 -3.926 0.51
H -3.590 -2.404 -0.883 0.35
H -1.110 -1.781 -2.987 -0.07
H -1.406 -1.687 -4.789 0.25
H 1.224 3.795 1.884 0.16
H 1.310 5.149 0.703 0.33
H 3.289 -2.229 0.542 0.37
H 1.968 -0.004 3.500 0.37
H 2.640 4.085 0.904 0.27
H 0.085 -2.440 -4.063 0.25
H 1.882 -1.845 -0.335 0.12
H 2.038 1.686 3.558 0.29
H 1.840 1.012 1.983 0.08
H 2.420 -1.047 1.152 0.04
H -5.003 -1.497 -1.266 0.30
H -3.483 -1.372 -2.202 0.28
```

Its charge is -3. Its expectation value of S² is 0.76. As for the multiplicity: 2. The HOMO energy (alpha / beta) is 0.575 / 0.575 eV. The LUMO energy (alpha / beta) is 6.344 / 4.176 eV.


No. 3
C44H39AsN3O7RuS | ωB97M-V/def2-TZVPD

The geometry in XYZ format:
```
96
Properties=species:S:1:pos:R:3:mulliken_charge:R:1
Ru 1.306 -0.862 -0.525 1.99
As -2.347 -0.390 -0.829 0.54
S 0.152 -0.479 2.631 -0.13
O -0.271 6.118 -4.220 -0.65
O -0.747 -0.664 -1.213 0.42
O -0.480 4.510 -5.635 -0.65
O -0.964 -0.534 1.713 0.07
O 1.594 1.420 -0.653 -0.13
O 1.786 -0.448 -2.755 -0.41
O 0.116 -1.362 3.769 -0.70
N -0.184 4.945 -4.537 1.06
N 3.560 -0.756 0.046 0.90
N 1.455 -0.679 1.723 1.66
C 5.157 -0.498 1.825 1.12
C 1.574 -3.030 -1.055 -1.74
C 0.207 3.759 4.230 -0.52
C -5.062 -3.102 0.767 -0.73
C -2.205 3.602 0.251 -0.98
C 1.158 3.618 -1.329 -0.85
C -3.115 -1.904 0.039 0.76
C 2.414 -3.954 -0.183 1.62
C 1.788 -4.165 1.193 -1.40
C -3.479 2.496 1.969 -0.68
C 3.830 -0.605 1.369 -0.48
C 2.622 -5.307 -0.868 -1.74
C 0.701 4.488 -2.272 -0.43
C -3.290 -0.224 -2.489 0.34
C -3.268 -1.315 -3.355 -0.49
C 0.216 1.176 3.267 0.06
C -0.132 1.406 4.589 -0.66
C -2.920 3.650 1.439 -0.77
C -4.511 -0.043 -4.970 -0.46
C 1.278 2.211 -1.590 -0.31
C -2.294 -2.926 0.494 -0.46
C 6.184 -0.549 0.857 -0.67
C -2.617 1.243 0.119 0.25
C -4.245 -4.123 1.231 -0.59
C 0.974 1.784 -2.926 1.61
C -0.141 2.709 5.068 -0.78
C 4.364 -0.340 4.075 -0.82
C -3.923 0.954 -2.863 -0.06
C 2.729 -0.578 2.286 -0.43
C -2.866 -4.040 1.089 -0.85
C -2.045 2.394 -0.412 -0.06
C 4.528 -0.807 -0.830 -0.74
C -4.535 1.042 -4.107 -0.81
C -3.880 -1.223 -4.594 -0.73
C -4.498 -1.989 0.160 -0.43
C -3.331 1.286 1.308 -0.72
C 0.565 2.217 2.417 0.10
C 3.031 -0.462 3.626 -0.68
C 5.884 -0.705 -0.464 -1.00
C 0.563 3.512 2.910 -0.51
C 0.478 2.691 -3.872 -0.47
C 1.192 0.437 -3.372 -0.82
C 5.416 -0.353 3.209 -0.97
C 0.338 4.013 -3.548 -0.56
H -0.389 0.570 5.225 0.53
H -1.478 2.352 -1.335 0.67
H 0.213 2.353 -4.866 0.54
H 3.099 -5.188 -1.843 0.42
H -3.944 1.803 -2.192 0.42
H -5.136 -1.202 -0.224 0.43
H -3.864 -2.069 -5.268 0.42
H 1.428 3.960 -0.338 0.52
H -0.412 2.902 6.098 0.41
H 6.438 -0.264 3.553 0.41
H 2.441 -4.749 1.846 0.39
H -2.232 -4.838 1.452 0.47
H 0.208 4.773 4.609 0.41
H -2.770 -2.234 -3.065 0.40
H -1.220 -2.846 0.394 0.02
H 4.236 -0.934 -1.867 0.58
H 4.538 -0.241 5.139 0.41
H 6.649 -0.750 -1.226 0.43
H 0.602 5.544 -2.063 0.53
H 1.953 -3.002 -2.081 0.53
H -4.021 2.535 2.905 0.42
H 1.562 -3.224 1.694 0.18
H 0.810 0.203 -4.379 0.30
H 2.244 -0.485 4.364 0.59
H -5.026 1.960 -4.401 0.43
H 0.840 4.335 2.263 0.36
H 0.852 2.006 1.393 -0.01
H 0.539 -3.398 -1.108 0.50
H -3.031 4.591 1.962 0.44
H 3.244 -5.972 -0.263 0.42
H -1.761 4.500 -0.159 0.50
H -4.686 -4.992 1.703 0.40
H -6.136 -3.173 0.872 0.41
H 3.407 -3.508 -0.043 -0.10
H -3.737 0.378 1.737 0.37
H 1.659 -5.802 -1.028 0.35
H 7.213 -0.466 1.187 0.42
H 0.848 -4.720 1.092 0.25
H -4.986 0.029 -5.940 0.40
```

Its charge is 0. The energy above the lowest of the compared OMol25 structures with the same formula, charge and spin comes out at 0.00 kJ/mol. Its expectation value of S² is 8.76. As for the multiplicity: 6. The HOMO energy (alpha / beta) is -6.678 / -8.026 eV. The LUMO energy (alpha / beta) is 0.024 / -0.726 eV.


No. 4
C16H21N7O4 | ωB97M-V/def2-TZVPD

The geometry in XYZ format:
```
48
Properties=species:S:1:pos:R:3:mulliken_charge:R:1
O -3.191 3.638 2.079 -0.63
O -2.418 -0.067 -3.836 -0.59
O -4.289 0.941 -3.310 -0.64
O -4.860 3.423 0.662 -0.70
N 0.469 0.897 -0.011 -0.29
N -3.737 3.073 1.096 1.05
N 0.819 0.301 -1.121 -0.93
N -3.125 0.556 -3.030 0.92
N 0.603 -0.166 2.735 0.24
N -0.240 0.133 -1.933 -0.44
N -0.882 1.063 -0.057 0.57
C -3.007 2.011 0.434 -0.89
C 2.890 0.988 3.019 -0.89
C -2.663 0.889 -1.692 -0.71
C -1.306 0.648 -1.288 0.99
C -3.475 1.603 -0.804 -0.43
C -0.661 -0.125 2.344 0.16
C -1.465 1.160 2.377 1.04
C -1.621 1.785 1.006 0.25
C -1.347 -1.420 2.068 -1.03
C 3.503 -0.364 2.675 -0.75
C 1.267 -1.481 2.730 -0.61
C -2.769 0.854 3.148 -1.33
C 1.387 1.095 2.757 -0.25
C 2.676 -1.473 3.304 -0.91
C -2.816 -1.245 1.680 -0.91
C -3.533 -0.411 2.734 -0.84
H 3.381 1.780 2.441 0.34
H -0.928 1.937 2.947 0.41
H -3.291 -2.229 1.590 0.53
H -4.542 -0.136 2.399 0.34
H 3.063 1.215 4.080 0.36
H 2.628 -1.355 4.394 0.37
H -2.879 -0.762 0.697 0.11
H -0.826 -1.987 1.273 0.51
H -1.140 2.782 1.023 0.47
H 3.557 -0.495 1.585 0.34
H 1.245 1.591 1.781 0.37
H -4.472 1.910 -1.116 0.64
H -2.455 0.738 4.196 0.60
H 0.946 1.752 3.521 0.35
H 4.524 -0.408 3.062 0.37
H -3.658 -1.022 3.640 0.37
H 1.302 -1.883 1.696 0.36
H 0.672 -2.185 3.333 0.31
H -1.303 -2.046 2.978 0.54
H 3.118 -2.453 3.098 0.40
H -3.418 1.735 3.142 0.47
```

Its charge is 0. The HOMO energy is -7.719 eV. The LUMO energy is -1.069 eV.